{"formula": "C3H5N", "method": "wB97M-V/def2-TZVPD", "elements": ["N", "C", "C", "C", "H", "H", "H", "H", "H"], "coordinates": [[-0.60, -0.48, -2.06], [-0.23, -0.25, -0.81], [-0.23, -0.80, 0.54], [0.26, 0.58, 0.25], [-0.16, 0.18, -2.76], [-1.17, -0.97, 1.05], [0.56, -1.51, 0.80], [1.29, 0.61, 0.24], [-0.30, 1.48, 0.63]], "nbo_charge": [-0.6141, 0.3173, -0.4809, -0.4895, 0.3428, 0.2323, 0.2290, 0.2258, 0.2372], "lumo_ev": 1.076, "total_energy_ha": -171.9738, "de_lowest_kj_mol": 213.4, "orbital_gap_ev": 10.41, "charge": 0}

{"formula": "C3F4IN", "method": "wB97M-V/def2-TZVPD", "elements": ["C", "C", "C", "N", "F", "F", "F", "F", "I"], "coordinates": [[-0.53, 0.84, 0.01], [-1.63, 0.14, 0.07], [2.01, -0.49, 0.44], [0.41, 1.61, -0.17], [-2.58, -0.01, -0.95], [-1.91, -0.52, 1.18], [2.90, -0.03, 1.33], [2.64, -1.59, 0.06], [1.98, 1.04, -1.37]], "nbo_charge": [0.1771, 0.6335, 0.4700, -0.4956, -0.3015, -0.2787, -0.3626, -0.3535, 0.5114], "lumo_ev": [-1.506, -1.506], "total_energy_ha": -866.0134, "de_lowest_kj_mol": 468.2, "orbital_gap_ev": [7.75, 7.74], "charge": 0}

{"formula": "C22H33I2KNSb", "method": "wB97M-V/def2-TZVPD", "elements": ["K", "I", "C", "I", "H", "H", "C", "C", "C", "C", "C", "C", "N", "C", "C", "C", "C", "C", "C", "H", "H", "H", "H", "H", "H", "H", "H", "H", "H", "C", "C", "C", "Sb", "C", "C", "C", "C", "C", "C", "H", "H", "H", "H", "H", "H", "H", "H", "H", "H", "H", "H", "H", "H", "H", "H", "H", "H", "H", "H", "H"], "coordinates": [[0.26, 0.89, 0.30], [-0.08, -1.10, 3.37], [-1.22, -2.31, 2.05], [-0.27, -2.69, 0.20], [-2.15, -1.81, 1.85], [-1.39, -3.26, 2.54], [-5.67, 2.25, -0.12], [-5.18, 2.94, -1.22], [-3.83, 2.94, -1.53], [-2.89, 2.25, -0.74], [-3.41, 1.55, 0.37], [-4.76, 1.55, 0.67], [-1.55, 2.12, -1.03], [-0.84, 3.12, -1.64], [-1.15, 4.50, -1.62], [-0.29, 5.43, -2.17], [0.92, 5.07, -2.77], [1.24, 3.72, -2.80], [0.39, 2.77, -2.25], [-6.72, 2.25, 0.12], [-5.86, 3.48, -1.86], [-3.49, 3.47, -2.42], [-2.72, 0.99, 1.00], [-5.11, 0.99, 1.54], [-2.06, 4.84, -1.15], [-0.56, 6.48, -2.13], [1.57, 5.81, -3.20], [2.16, 3.39, -3.27], [0.62, 1.71, -2.34], [4.97, 2.30, -1.53], [5.26, 0.97, -0.83], [6.53, 0.32, -1.37], [3.44, -0.20, -0.87], [4.11, -2.22, -0.44], [4.90, -2.95, -1.52], [4.86, -2.20, 0.89], [2.98, -0.27, -2.99], [4.12, -0.52, -3.97], [1.84, -1.26, -3.19], [5.81, 2.98, -1.41], [4.08, 2.79, -1.13], [4.81, 2.16, -2.60], [5.40, 1.17, 0.24], [6.43, 0.03, -2.41], [6.81, -0.57, -0.80], [7.37, 1.02, -1.30], [3.17, -2.76, -0.28], [5.82, -2.42, -1.79], [4.32, -3.09, -2.43], [5.19, -3.95, -1.16], [5.80, -1.64, 0.82], [5.10, -3.21, 1.22], [4.27, -1.73, 1.68], [2.59, 0.74, -3.17], [4.61, -1.48, -3.80], [4.89, 0.26, -3.91], [3.74, -0.52, -4.99], [2.15, -2.28, -2.95], [1.50, -1.26, -4.23], [0.97, -1.02, -2.57]], "nbo_charge": [0.8701, 0.1455, -0.7247, 0.1569, 0.2380, 0.2346, -0.2921, -0.1787, -0.2985, 0.1681, -0.2286, -0.2188, -0.7862, 0.2709, -0.3207, -0.1857, -0.3078, -0.1883, -0.3605, 0.2042, 0.2015, 0.2126, 0.1589, 0.1976, 0.2142, 0.2030, 0.2048, 0.1958, 0.1764, -0.6295, -0.5075, -0.6245, 0.9317, -0.5124, -0.6246, -0.6263, -0.5138, -0.6242, -0.6265, 0.2125, 0.2200, 0.2029, 0.2129, 0.2066, 0.2062, 0.2091, 0.2119, 0.2077, 0.2077, 0.2071, 0.2024, 0.2109, 0.2107, 0.2206, 0.2058, 0.2082, 0.2099, 0.1977, 0.2186, 0.2056], "lumo_ev": -0.874, "total_energy_ha": -2348.3782, "de_lowest_kj_mol": 19.7, "orbital_gap_ev": 4.93, "charge": 0}

{"formula": "C5H8O", "method": "wB97M-V/def2-TZVPD", "elements": ["O", "C", "C", "C", "C", "C", "H", "H", "H", "H", "H", "H", "H", "H"], "coordinates": [[1.86, 1.43, -0.94], [1.81, 0.37, -0.35], [1.01, 0.11, 0.94], [-0.14, -0.16, 0.00], [-1.40, -0.94, -0.05], [-1.42, 0.57, -0.21], [2.26, -0.58, -0.70], [1.35, -0.75, 1.53], [1.01, 1.03, 1.53], [0.35, -0.30, -1.01], [-1.47, -1.54, -0.95], [-1.84, -1.40, 0.83], [-1.50, 1.00, -1.20], [-1.87, 1.16, 0.58]], "nbo_charge": [-0.5584, 0.4270, -0.4952, -0.2232, -0.3997, -0.3986, 0.1142, 0.2185, 0.2325, 0.2104, 0.2145, 0.2182, 0.2200, 0.2199], "lumo_ev": 1.039, "total_energy_ha": -270.4594, "de_lowest_kj_mol": 258.5, "orbital_gap_ev": 10.52, "charge": 0}

{"formula": "C13H16N2O6", "method": "wB97M-V/def2-TZVPD", "elements": ["O", "C", "O", "C", "C", "C", "C", "C", "C", "O", "O", "C", "H", "H", "H", "H", "H", "H", "C", "N", "C", "O", "C", "N", "C", "C", "O", "H", "H", "H", "H", "H", "H", "H", "H", "H", "H"], "coordinates": [[-1.43, 2.69, -3.21], [-0.39, 2.44, -2.62], [0.47, 3.40, -2.21], [-0.05, 1.03, -2.34], [-1.06, 0.06, -2.21], [-0.74, -1.26, -1.91], [0.60, -1.64, -1.75], [1.63, -0.70, -1.90], [3.04, -1.10, -1.75], [3.92, -0.28, -1.98], [3.32, -2.37, -1.36], [1.29, 0.64, -2.18], [0.07, 4.23, -2.51], [-2.11, 0.35, -2.34], [-1.52, -2.01, -1.80], [0.83, -2.67, -1.51], [4.28, -2.41, -1.31], [2.07, 1.39, -2.29], [-3.01, -1.91, 2.21], [-2.48, -1.00, 3.22], [-1.77, 0.11, 3.01], [-1.34, 0.74, 3.98], [-1.50, 0.62, 1.58], [-0.12, 1.07, 1.41], [0.91, 0.22, 1.37], [2.29, 0.83, 1.33], [0.77, -1.00, 1.37], [-2.20, -2.30, 1.60], [-3.73, -1.39, 1.57], [-3.52, -2.75, 2.70], [-2.59, -1.25, 4.19], [-1.70, -0.17, 0.86], [-2.18, 1.45, 1.38], [0.08, 2.05, 1.45], [2.35, 1.55, 0.52], [2.49, 1.32, 2.28], [3.02, 0.04, 1.16]], "nbo_charge": [-0.5925, 0.7694, -0.6722, -0.2145, -0.1257, -0.2363, -0.1065, -0.2050, 0.7722, -0.5997, -0.6677, -0.0612, 0.5026, 0.2353, 0.2218, 0.2356, 0.5029, 0.2409, -0.4214, -0.6021, 0.6619, -0.6328, -0.3137, -0.5982, 0.6826, -0.7099, -0.6506, 0.2109, 0.1932, 0.2164, 0.4085, 0.2195, 0.2307, 0.4040, 0.2255, 0.2354, 0.2407], "lumo_ev": -0.047, "total_energy_ha": -1066.0128, "de_lowest_kj_mol": 17.1, "orbital_gap_ev": 9.46, "charge": 0}

{"formula": "C29H63BFNO9PS2", "method": "wB97M-V/def2-TZVPD", "elements": ["C", "C", "C", "C", "N", "C", "C", "C", "C", "P", "O", "C", "C", "C", "F", "B", "O", "O", "C", "C", "C", "C", "C", "C", "C", "S", "S", "C", "C", "C", "H", "H", "H", "H", "H", "H", "H", "H", "H", "H", "H", "H", "H", "H", "H", "H", "H", "H", "H", "H", "H", "H", "H", "H", "H", "H", "H", "H", "H", "H", "H", "H", "H", "H", "H", "H", "H", "H", "H", "H", "H", "H", "H", "H", "H", "H", "H", "C", "C", "O", "C", "O", "O", "C", "H", "H", "H", "H", "H", "H", "H", "H", "C", "C", "O", "C", "O", "O", "C", "H", "H", "H", "H", "H", "H", "H", "H"], "coordinates": [[4.40, 2.79, -1.87], [4.04, 2.94, -0.40], [2.54, 3.11, -0.10], [1.55, 2.24, -0.89], [1.34, 0.97, -0.20], [0.14, 0.91, 0.68], [-0.66, -0.37, 0.76], [-1.72, -0.64, -0.31], [-2.93, 0.33, -0.35], [-2.92, 1.87, -1.51], [-1.26, 1.53, -2.03], [-2.82, 3.50, -2.61], [-2.19, 4.70, -1.95], [-1.12, 5.33, -2.84], [-3.11, 5.74, -1.72], [-4.63, 2.47, -0.68], [-5.45, 1.66, 0.14], [-5.09, 3.80, -0.76], [-6.38, 4.00, -1.29], [-6.36, 4.82, -2.57], [-3.72, 0.94, -3.00], [-5.24, 0.74, -2.94], [-3.09, -0.40, -3.45], [-3.62, -1.71, -2.83], [1.73, -0.18, -0.86], [2.59, -1.31, -0.03], [1.26, -0.62, -2.57], [2.39, 0.11, -3.78], [3.54, -0.80, -4.24], [4.62, -1.03, -3.17], [5.46, 2.93, -2.04], [3.82, 3.45, -2.50], [4.19, 1.78, -2.17], [4.49, 2.13, 0.16], [4.53, 3.84, -0.04], [2.40, 2.84, 0.94], [2.27, 4.16, -0.19], [1.85, 2.04, -1.91], [0.63, 2.80, -0.96], [-0.53, 1.73, 0.43], [0.49, 1.13, 1.69], [-1.20, -0.34, 1.70], [-0.04, -1.26, 0.84], [-1.30, -0.88, -1.27], [-2.14, -1.60, 0.01], [-3.03, 0.74, 0.66], [-3.82, -0.28, -0.50], [-2.29, 2.61, -0.38], [-1.19, 1.45, -2.99], [-3.78, 3.78, -3.02], [-2.21, 3.31, -3.50], [-1.69, 4.47, -1.00], [-0.37, 4.59, -3.10], [-1.62, 5.60, -3.77], [-0.69, 6.22, -2.40], [-6.27, 1.41, -0.31], [-6.95, 3.09, -1.48], [-6.96, 4.56, -0.55], [-6.13, 4.17, -3.40], [-5.66, 5.64, -2.52], [-7.37, 5.18, -2.73], [-3.58, 1.59, -3.85], [-5.50, 0.09, -3.78], [-5.59, 0.20, -2.07], [-5.81, 1.65, -3.13], [-2.01, -0.41, -3.41], [-3.32, -0.47, -4.52], [-3.98, -2.38, -3.60], [-4.40, -1.60, -2.09], [-2.80, -2.24, -2.34], [2.80, 1.07, -3.50], [1.78, 0.31, -4.66], [3.11, -1.75, -4.53], [3.97, -0.33, -5.11], [5.54, -0.52, -3.43], [4.85, -2.09, -3.12], [4.30, -0.72, -2.19], [6.48, -4.90, 4.77], [6.13, -3.85, 5.80], [6.08, -2.54, 5.22], [4.97, -2.26, 4.53], [4.04, -3.00, 4.37], [5.09, -1.04, 4.03], [3.99, -0.63, 3.19], [7.41, -4.64, 4.26], [6.60, -5.88, 5.25], [5.70, -4.99, 4.01], [6.90, -3.80, 6.57], [5.18, -4.07, 6.29], [3.04, -0.76, 3.69], [3.99, -1.19, 2.26], [4.14, 0.42, 2.96], [1.42, -4.77, 6.52], [1.62, -4.67, 5.02], [0.79, -5.62, 4.32], [-0.49, -5.29, 4.20], [-1.00, -4.27, 4.60], [-1.12, -6.27, 3.54], [-2.52, -6.06, 3.39], [1.58, -5.79, 6.86], [2.12, -4.11, 7.04], [0.40, -4.48, 6.80], [2.64, -4.92, 4.77], [1.43, -3.67, 4.65], [-2.73, -5.09, 2.94], [-3.02, -6.14, 4.35], [-2.88, -6.84, 2.73]], "lowdin_charge": [-0.1071, -0.2519, -0.1661, -0.1776, -0.1801, -0.1591, -0.2010, -0.2498, -0.2596, 0.6377, -0.3380, -0.2330, -0.4305, -0.0650, -0.0596, -0.6048, 0.0642, 0.0065, -0.2818, -0.0725, -0.4041, -0.1108, -0.2447, -0.1100, -1.0207, 0.7119, 0.8828, -0.5003, -0.3072, -0.1143, 0.0690, 0.0812, 0.0335, 0.0977, 0.0950, 0.1041, 0.1067, 0.0849, 0.0966, 0.0896, 0.1094, 0.1099, 0.0689, 0.0496, 0.0973, 0.0709, 0.0532, 0.0240, 0.0195, 0.0703, 0.0619, 0.1112, 0.0674, 0.0747, 0.0660, 0.0748, 0.1021, 0.1136, 0.0608, 0.0711, 0.0667, 0.0864, 0.0759, 0.0598, 0.0652, 0.0693, 0.0907, 0.0590, 0.0552, 0.0553, 0.0444, 0.0661, 0.0909, 0.0963, 0.0637, 0.0668, 0.0133, -0.0651, -0.2161, 0.0357, -0.5978, 0.1101, 0.0124, -0.0400, 0.0808, 0.0781, 0.0750, 0.1199, 0.1165, 0.0975, 0.0190, 0.0918, -0.0617, -0.2144, 0.0413, -0.6081, 0.1247, 0.0000, -0.0450, 0.0784, 0.0748, 0.0730, 0.1024, 0.1206, 0.0971, 0.0953, 0.0901], "lumo_ev": 2.031, "total_energy_ha": -3137.1251, "orbital_gap_ev": 6.05, "charge": -1}